# 1
This record from the OMol25 dataset describes a structure of composition C12H34N2OP2V at a distorted geometry. The level of theory is wB97M-V/def2-TZVPD.

Last column: Löwdin spin population.
Geometry (Å):
V (0.000, 0.000, 0.000)  0.0111
H (0.148, -1.302, 0.588)  0.0006
H (0.325, -0.681, 1.203)  -0.0001
P (-0.821, -1.411, -1.696)  -0.0004
P (0.122, 1.824, 1.483)  -0.0015
C (1.646, 2.866, 1.409)  0.0002
H (1.592, 3.724, 2.104)  0.0000
H (2.520, 2.242, 1.659)  0.0001
H (1.770, 3.232, 0.377)  0.0000
C (-1.217, 3.066, 1.225)  -0.0003
H (-2.188, 2.559, 1.342)  0.0000
H (-1.136, 3.902, 1.942)  0.0000
H (-1.148, 3.447, 0.194)  0.0000
C (-0.023, 1.468, 3.291)  0.0001
H (0.823, 0.833, 3.602)  0.0000
H (-0.026, 2.396, 3.892)  0.0000
H (-0.960, 0.912, 3.464)  0.0000
C (-2.222, -0.676, -2.643)  0.0007
H (-2.602, -1.374, -3.410)  0.0001
H (-3.024, -0.419, -1.933)  0.0000
H (-1.874, 0.254, -3.121)  0.0000
C (0.350, -1.902, -3.039)  -0.0005
H (1.191, -2.459, -2.595)  0.0000
H (-0.143, -2.524, -3.807)  -0.0001
H (0.753, -0.987, -3.504)  0.0000
C (-1.522, -3.039, -1.172)  0.0000
H (-2.304, -2.856, -0.418)  0.0000
H (-1.949, -3.593, -2.027)  0.0000
H (-0.723, -3.642, -0.707)  0.0000
H (-1.644, -0.051, 0.528)  -0.0030
H (-0.499, 1.187, -1.045)  0.0005
C (4.263, 1.351, -0.831)  0.0418
N (4.201, 0.083, -0.113)  0.3362
C (5.480, -0.613, 0.042)  0.0361
C (5.405, -1.804, 0.988)  0.0256
C (4.172, -2.582, 0.637)  0.0341
N (3.008, -1.734, 0.868)  0.4058
C (2.032, -2.257, 1.816)  0.0505
C (2.999, -0.447, 0.326)  -0.0053
O (1.974, 0.248, 0.127)  -0.0600
H (3.275, 1.837, -0.961)  0.0002
H (4.684, 1.180, -1.846)  0.0214
H (4.920, 2.059, -0.285)  0.0155
H (5.805, -0.955, -0.966)  0.0200
H (6.258, 0.072, 0.443)  0.0084
H (5.309, -1.464, 2.043)  -0.0004
H (6.322, -2.425, 0.892)  0.0023
H (4.135, -3.523, 1.230)  0.0003
H (4.205, -2.883, -0.435)  0.0164
H (1.295, -2.926, 1.328)  0.0260
H (2.539, -2.898, 2.569)  0.0111
H (1.672, -1.463, 2.503)  0.0065

Summary:
spin multiplicity: 2
HOMO-LUMO gap (spin up / spin down): 8.265 / 3.352 eV
net charge: +2
HOMO (spin up / spin down): -0.549 / -0.549 Eh

---

# 2
This record from the OMol25 dataset describes a cluster of 5 separate species, C12H34O5 in total. The level of theory is wB97M-V/def2-TZVPD.

Last column: Mulliken charge in e.
Geometry (Å):
C (-0.436, 15.188, 14.217)  -1.3846
C (-1.043, 14.105, 15.085)  0.6923
C (-2.388, 13.634, 14.611)  -1.3769
O (-0.192, 12.919, 15.102)  -0.5621
H (0.042, 14.770, 13.334)  0.3211
H (0.326, 15.735, 14.780)  0.3864
H (-1.216, 15.905, 13.956)  0.3534
H (-1.112, 14.443, 16.124)  0.1727
H (-2.732, 12.776, 15.184)  0.2894
H (-2.340, 13.356, 13.552)  0.3505
H (-3.136, 14.427, 14.674)  0.3905
H (0.684, 13.202, 15.388)  0.2654
C (-3.914, 7.195, 16.792)  -1.2458
C (-2.808, 6.563, 15.972)  0.6773
C (-2.328, 7.434, 14.833)  -1.0114
O (-1.677, 6.265, 16.848)  -0.5754
H (-3.576, 8.044, 17.385)  0.1292
H (-4.340, 6.472, 17.496)  0.3603
H (-4.747, 7.522, 16.164)  0.3694
H (-3.166, 5.611, 15.567)  0.3764
H (-1.473, 6.966, 14.340)  0.2692
H (-2.026, 8.426, 15.177)  -0.0242
H (-3.115, 7.546, 14.088)  0.4896
H (-1.658, 5.323, 17.029)  0.2578
C (2.095, 9.228, 15.823)  -1.3254
C (1.221, 8.003, 15.950)  1.0144
C (2.017, 6.784, 16.353)  -1.4669
O (0.228, 8.309, 16.946)  -0.4485
H (2.972, 9.044, 15.196)  0.4387
H (2.491, 9.496, 16.809)  0.3402
H (1.568, 10.090, 15.416)  0.1560
H (0.718, 7.844, 14.988)  0.0490
H (1.389, 5.890, 16.349)  0.3228
H (2.443, 6.936, 17.343)  0.3177
H (2.811, 6.586, 15.627)  0.4117
H (-0.396, 7.567, 17.000)  0.0413
C (-2.038, 10.402, 19.967)  -0.9733
C (-1.578, 11.764, 19.459)  0.5057
C (-0.073, 11.811, 19.221)  -1.0205
O (-2.326, 12.171, 18.309)  -0.5778
H (-3.039, 10.472, 20.394)  0.3139
H (-1.344, 10.021, 20.717)  0.3534
H (-2.099, 9.675, 19.151)  0.0210
H (-1.838, 12.516, 20.212)  0.2721
H (0.231, 12.783, 18.829)  0.2750
H (0.242, 11.040, 18.514)  0.0032
H (0.437, 11.659, 20.175)  0.4520
H (-2.234, 11.483, 17.634)  0.3588
O (-1.301, 10.532, 16.251)  -0.5112
H (-0.746, 11.312, 16.101)  0.3642
H (-0.692, 9.815, 16.505)  0.3423

Summary:
HOMO-LUMO gap: 9.998 eV
energy above the lowest of the compared OMol25 structures with the same formula, charge and spin: 0.00 kJ/mol
HOMO: -0.346 Eh
SMILES: CC(C)O.CC(C)O.CC(C)O.CC(C)O.O

---

# 3
This record from the OMol25 dataset describes a structure of composition C12H35AsN2O2PdS2Si2. The level of theory is wB97M-V/def2-TZVPD.

Last column: Löwdin spin population.
Geometry (Å):
Pd (-0.291, 1.067, 1.138)  0.7422
C (2.483, 5.557, 0.515)  0.0067
Si (2.123, 3.733, 0.780)  0.0884
C (3.131, 3.136, 2.244)  0.0057
C (2.623, 2.764, -0.750)  0.0249
As (-0.217, 3.494, 1.018)  0.6828
Si (-0.355, 2.196, 3.349)  0.0324
C (-1.987, 1.324, 3.733)  -0.0056
C (-0.585, 3.923, 4.091)  0.0635
C (1.012, 1.457, 4.419)  -0.0072
H (3.543, 5.711, 0.297)  0.0003
H (2.235, 6.137, 1.407)  0.0009
H (1.903, 5.960, -0.317)  0.0008
H (4.195, 3.303, 2.055)  0.0007
H (2.983, 2.070, 2.420)  -0.0001
H (2.867, 3.673, 3.158)  0.0002
H (3.644, 3.007, -1.055)  0.0031
H (1.956, 2.981, -1.587)  0.0028
H (2.569, 1.692, -0.548)  -0.0004
H (-2.786, 1.768, 3.139)  0.0006
H (-2.218, 1.457, 4.795)  -0.0009
H (-1.958, 0.251, 3.528)  0.0000
H (-1.472, 4.428, 3.708)  0.0054
H (0.279, 4.568, 3.913)  0.0078
H (-0.695, 3.808, 5.175)  0.0084
H (1.643, 0.731, 3.915)  -0.0003
H (0.523, 0.949, 5.256)  -0.0009
H (1.641, 2.247, 4.834)  0.0001
C (-5.049, 0.321, 1.234)  0.0032
S (-3.373, 0.148, 0.596)  0.0029
C (-3.836, -0.220, -1.095)  0.0006
O (-2.811, 1.539, 0.591)  0.0495
H (-5.610, 1.037, 0.636)  0.0000
H (-4.957, 0.683, 2.257)  0.0001
H (-5.532, -0.657, 1.231)  0.0004
H (-4.475, -1.103, -1.118)  0.0000
H (-2.906, -0.404, -1.625)  0.0004
H (-4.353, 0.649, -1.501)  0.0000
C (-0.368, 0.088, -1.603)  0.0142
O (-0.828, -0.363, -0.370)  0.1252
H (-0.785, 1.069, -1.890)  0.0028
H (-0.637, -0.621, -2.406)  0.0061
H (0.730, 0.192, -1.634)  0.0012
C (2.892, -2.625, -0.085)  0.0039
N (1.585, -2.808, 0.521)  0.0094
C (0.923, -1.841, 1.164)  0.0210
S (1.669, -0.329, 1.438)  0.0831
N (-0.304, -2.136, 1.622)  0.0077
C (-1.093, -3.214, 1.058)  0.0009
H (3.255, -3.599, -0.406)  0.0002
H (3.588, -2.207, 0.638)  0.0020
H (2.839, -1.953, -0.942)  0.0002
H (1.082, -3.645, 0.284)  0.0008
H (-0.849, -1.321, 1.865)  0.0008
H (-0.664, -4.190, 1.299)  0.0003
H (-1.192, -3.093, -0.025)  0.0006
H (-2.084, -3.177, 1.503)  0.0000

Summary:
spin multiplicity: 3
HOMO-LUMO gap (spin up / spin down): 7.228 / 7.194 eV
HOMO (spin up / spin down): -0.252 / -0.285 Eh

---

Record order is preserved below.
E_tot: -62267.442, -23233.490, -121831.238 eV